A | Formula: H4O2
Source: the OMol25 dataset
Level of theory: the ωB97M-V functional and the def2-TZVPD basis

Geometry as XYZ:
```
6
Properties=species:S:1:pos:R:3:nbo_charge:R:1
O 1.608 0.119 0.063 -0.94
H 0.881 -0.083 -0.552 0.48
H 2.219 -0.644 -0.086 0.46
O -1.592 -0.049 -0.096 -0.96
H -1.874 0.819 0.265 0.48
H -1.351 -0.653 0.637 0.48
```

## Properties
2S+1   1
SMILES   O.O
HOMO-LUMO gap   12.24 eV
E_LUMO   0.901 eV

B | Formula: H4O2
Source: the OMol25 dataset
Level of theory: the ωB97M-V functional and the def2-TZVPD basis

Geometry as XYZ:
```
6
Properties=species:S:1:pos:R:3:nbo_charge:R:1
O -1.273 0.021 -1.477 -0.94
H -0.992 -0.918 -1.567 0.47
H -0.641 0.524 -2.039 0.47
O 1.311 0.288 1.824 -0.94
H 1.046 0.105 0.894 0.47
H 0.549 -0.020 2.364 0.47
```

## Properties
2S+1   1
SMILES   O.O
HOMO-LUMO gap   12.05 eV
E_LUMO   0.600 eV

Relative energies, in hartree, with the most stable structure set to zero: A 0.0000; B 0.0030.

A | Formula: C3H10NO3
Source: the OMol25 dataset
Level of theory: the ωB97M-V functional and the def2-TZVPD basis

Geometry as XYZ:
```
17
Properties=species:S:1:pos:R:3:nbo_charge:R:1
N -1.847 -0.415 0.168 -0.88
C -0.742 0.470 0.752 -0.10
C -0.287 1.386 -0.384 -0.09
O -1.238 1.560 -1.444 -0.76
C 0.395 -0.428 1.352 -0.02
O 1.578 -0.334 0.681 -0.98
H -1.434 -0.694 -0.715 0.35
H -1.841 -1.277 0.701 0.35
H -1.243 1.067 1.519 0.15
H -0.090 2.385 0.026 0.14
H 0.659 1.011 -0.778 0.22
H -2.049 1.107 -1.186 0.48
H 0.492 -0.080 2.415 0.08
H 0.061 -1.486 1.413 0.09
H 2.412 -1.438 -0.729 0.52
H 2.826 -1.070 -2.130 0.45
O 2.346 -1.763 -1.660 -0.99
```

## Properties
2S+1   1
HOMO-LUMO gap   7.04 eV
E_LUMO   4.082 eV
Total charge   -1

B | Formula: C3H10NO3
Source: the OMol25 dataset
Level of theory: the ωB97M-V functional and the def2-TZVPD basis

Geometry as XYZ:
```
17
Properties=species:S:1:pos:R:3:nbo_charge:R:1
C -0.896 0.682 1.038 -0.01
O -1.600 -0.542 1.095 -0.79
C -0.048 1.078 -0.354 -0.29
C 1.046 0.069 -0.863 -0.07
O 0.534 -1.083 -1.535 -0.78
N 0.593 2.728 -0.263 -0.91
H -1.737 1.441 1.030 0.16
H -0.190 0.876 1.983 0.14
H -0.920 0.993 -1.098 0.23
H 1.779 -0.083 -0.110 0.17
H 1.503 0.614 -1.664 0.15
H 0.225 -1.738 -0.829 0.52
H 0.349 1.930 -1.170 0.45
H 1.360 2.662 0.376 0.34
H 0.361 -3.228 0.507 0.42
H -0.943 -1.380 1.133 0.54
O 0.247 -2.394 0.783 -1.27
```

## Properties
2S+1   1
HOMO-LUMO gap   8.75 eV
E_LUMO   4.187 eV
Total charge   -1

Relative energies, in hartree, with the most stable structure set to zero: A 0.0000; B 0.1389.

A | Formula: C5H15N2S
Source: the OMol25 dataset
Level of theory: the ωB97M-V functional and the def2-TZVPD basis

Geometry as XYZ:
```
23
Properties=species:S:1:pos:R:3:nbo_charge:R:1
N -0.010 2.917 -2.342 -0.67
C -0.198 1.447 -1.996 -0.23
C 0.370 1.140 -0.616 -0.25
N -0.374 0.003 -0.082 -0.63
C -0.348 -0.094 1.397 -0.21
C -0.651 -1.530 1.807 -0.45
C 0.489 -2.494 1.863 -0.50
S 0.951 -3.150 0.199 -0.11
H -0.681 3.456 -1.798 0.45
H 0.906 3.221 -1.994 0.44
H -0.026 3.087 -3.345 0.45
H -1.260 1.298 -1.925 0.24
H 0.184 0.802 -2.786 0.24
H 0.072 1.999 -0.002 0.19
H 1.456 1.023 -0.566 0.20
H 0.052 -0.817 -0.456 0.37
H -1.094 0.602 1.783 0.20
H 0.620 0.230 1.799 0.17
H -1.178 -1.456 2.773 0.24
H -1.540 -1.853 1.263 0.23
H 1.430 -2.078 2.222 0.23
H 0.266 -3.328 2.494 0.24
H 0.564 -4.425 0.312 0.15
```

## Properties
2S+1   1
SMILES   [NH3+]CCNCCCS
HOMO-LUMO gap   7.92 eV
E_LUMO   -3.731 eV
Total charge   +1

B | Formula: C5H15N2S
Source: the OMol25 dataset
Level of theory: the ωB97M-V functional and the def2-TZVPD basis

Geometry as XYZ:
```
23
Properties=species:S:1:pos:R:3:nbo_charge:R:1
N -1.395 -0.241 -3.436 -0.67
C -1.517 0.392 -2.069 -0.25
C -1.136 -0.581 -0.915 -0.25
N -0.478 0.243 0.135 -0.63
C 0.881 -0.277 0.458 -0.21
C 1.507 0.684 1.487 -0.43
C 1.857 -0.065 2.815 -0.51
S 0.418 -0.056 3.959 -0.06
H -0.524 -0.735 -3.600 0.44
H -2.153 -0.903 -3.607 0.45
H -1.351 0.478 -4.152 0.45
H -0.996 1.331 -1.936 0.27
H -2.595 0.498 -1.960 0.23
H -0.500 -1.410 -1.241 0.19
H -2.033 -1.061 -0.522 0.22
H -1.117 0.220 0.916 0.38
H 1.419 -0.343 -0.483 0.19
H 0.793 -1.301 0.841 0.18
H 2.443 1.090 1.107 0.22
H 0.809 1.454 1.788 0.23
H 2.273 -1.056 2.654 0.22
H 2.648 0.488 3.316 0.23
H 0.746 1.153 4.444 0.13
```

## Properties
2S+1   1
SMILES   [NH3+]CCNCCCS
HOMO-LUMO gap   7.59 eV
E_LUMO   -3.819 eV
Total charge   +1

Relative energies, in hartree, with the most stable structure set to zero: A 0.0000; B 0.0114.

A | Formula: C6H11P
Source: the OMol25 dataset
Level of theory: the ωB97M-V functional and the def2-TZVPD basis

Geometry as XYZ:
```
18
Properties=species:S:1:pos:R:3:nbo_charge:R:1
C 0.385 2.291 -0.634 -0.41
C 0.485 1.169 0.026 -0.28
P 1.290 -0.133 0.955 0.76
C 2.123 -1.053 -0.431 -0.92
C -0.520 -0.191 0.465 -0.27
C -1.053 -1.007 -0.683 -0.63
C -1.489 0.123 1.573 -0.62
H 1.232 2.948 -0.773 0.20
H -0.548 2.614 -1.072 0.20
H 3.160 -0.723 -0.480 0.24
H 1.641 -0.872 -1.388 0.23
H 2.112 -2.118 -0.202 0.23
H -2.138 -0.904 -0.721 0.22
H -0.819 -2.067 -0.560 0.21
H -0.654 -0.677 -1.641 0.22
H -1.886 -0.800 1.997 0.21
H -2.324 0.717 1.201 0.21
H -0.997 0.681 2.367 0.22
```

## Properties
2S+1   1
SMILES   C=C1P(C)C1(C)C
HOMO-LUMO gap   9.09 eV
E_LUMO   0.968 eV

B | Formula: C6H11P
Source: the OMol25 dataset
Level of theory: the ωB97M-V functional and the def2-TZVPD basis

Geometry as XYZ:
```
18
Properties=species:S:1:pos:R:3:nbo_charge:R:1
C -1.732 1.457 -0.919 -0.61
C -0.979 0.591 0.103 -0.66
P 0.442 1.013 0.954 1.00
C 2.024 -0.092 0.938 -0.52
C 1.644 -1.169 0.264 -0.13
C 0.540 -1.345 -0.770 -0.47
C -0.818 -0.913 -0.090 -0.42
H -1.348 1.553 -1.900 0.18
H -1.584 2.472 -0.482 0.22
H -2.724 1.027 -1.097 0.22
H 0.317 1.012 2.381 -0.07
H 0.601 2.424 0.891 -0.01
H 2.758 -0.206 1.737 0.23
H 2.141 -2.068 0.344 0.19
H 0.733 -0.683 -1.598 0.22
H 0.615 -2.409 -1.032 0.21
H -1.762 -1.221 -0.710 0.22
H -0.867 -1.442 0.985 0.19
```

## Properties
2S+1   1
SMILES   CC1=[PH2]C=CCC1
HOMO-LUMO gap   7.64 eV
E_LUMO   0.890 eV

Relative energies, in hartree, with the most stable structure set to zero: A 0.0000; B 0.0821.

A | Formula: C6H11P
Source: the OMol25 dataset
Level of theory: the ωB97M-V functional and the def2-TZVPD basis

Geometry as XYZ:
```
18
Properties=species:S:1:pos:R:3:nbo_charge:R:1
C 0.588 1.572 -1.343 -0.40
C 0.181 0.307 -1.429 -0.04
C 0.640 -1.974 3.365 -0.54
C 0.608 -0.797 -0.595 -0.55
C -0.722 -0.074 -2.579 -0.65
C -0.670 0.452 1.651 -0.92
P 0.370 -1.056 1.162 0.83
H 0.143 2.347 -1.854 0.19
H 1.121 1.918 -0.500 0.20
H -0.417 -2.496 3.547 0.13
H 1.286 -2.830 3.113 0.12
H 1.124 -1.617 -1.024 0.22
H -1.024 -1.131 -2.633 0.23
H -1.568 0.623 -2.529 0.23
H -0.087 0.258 -3.362 0.23
H -1.036 0.765 0.674 0.24
H 0.049 1.130 2.050 0.24
H -1.322 0.152 2.456 0.24
```

## Properties
2S+1   1
HOMO-LUMO gap   8.06 eV
E_LUMO   -0.272 eV

B | Formula: C6H11P
Source: the OMol25 dataset
Level of theory: the ωB97M-V functional and the def2-TZVPD basis

Geometry as XYZ:
```
18
Properties=species:S:1:pos:R:3:nbo_charge:R:1
C 1.432 -1.453 -0.928 -0.18
C 1.359 -0.151 -0.676 -0.52
C 0.051 2.026 2.250 -0.62
C 0.311 -2.041 -1.725 -0.45
C -0.808 -0.992 -1.818 -0.72
C -0.668 1.407 0.937 -0.55
P -0.152 0.657 -1.235 0.71
H 2.253 -2.087 -0.625 0.21
H 2.102 0.408 -0.132 0.23
H 0.765 2.798 2.000 0.21
H -0.766 2.441 2.839 0.21
H 0.689 -2.274 -2.726 0.22
H -0.043 -2.976 -1.287 0.21
H -1.084 -0.811 -2.863 0.24
H -1.716 -1.288 -1.293 0.24
H 0.537 1.237 2.816 0.20
H -1.346 2.168 0.559 0.18
H -1.242 0.534 1.248 0.18
```

## Properties
2S+1   1
HOMO-LUMO gap   8.25 eV
E_LUMO   0.608 eV

Relative energies, in hartree, with the most stable structure set to zero: A 0.1425; B 0.0000.

A | Formula: C3H8OSi
Source: the OMol25 dataset
Level of theory: the ωB97M-V functional and the def2-TZVPD basis

Geometry as XYZ:
```
13
Properties=species:S:1:pos:R:3:nbo_charge:R:1
C -0.542 -2.191 0.271 -0.65
C 0.159 -0.886 0.055 -0.12
C -0.447 0.283 0.135 -0.69
Si 0.282 2.019 -0.022 1.44
O 1.530 2.018 -1.042 -1.07
H -0.319 -2.478 1.225 0.22
H -0.267 -2.800 -0.520 0.22
H -1.630 -1.993 0.178 0.21
H 1.228 -0.830 -0.443 0.18
H -1.384 0.189 0.699 0.20
H -0.810 2.875 -0.341 -0.23
H 0.621 2.379 1.503 -0.21
H 1.579 1.415 -1.699 0.50
```

## Properties
2S+1   1
SMILES   C/C=C/[SiH2]O
HOMO-LUMO gap   10.37 eV
E_LUMO   0.752 eV

B | Formula: C3H8OSi
Source: the OMol25 dataset
Level of theory: the ωB97M-V functional and the def2-TZVPD basis

Geometry as XYZ:
```
13
Properties=species:S:1:pos:R:3:nbo_charge:R:1
C -0.137 2.599 -0.077 -0.26
C 0.821 1.875 0.031 0.01
C 2.030 1.204 0.336 -0.72
O -0.365 -0.314 2.132 -1.14
Si -1.003 -0.636 0.779 1.62
H 5.448 -1.140 0.172 0.00
H -0.678 3.457 -0.423 0.24
H 2.297 0.444 -0.298 0.23
H 2.864 1.868 0.219 0.24
H 2.085 0.833 1.368 0.27
H -2.442 -0.260 0.589 -0.26
H -0.835 -1.259 -0.484 -0.24
H 5.076 -1.722 -0.240 0.00
```

## Properties
2S+1   1
HOMO-LUMO gap   10.23 eV
E_LUMO   0.001 eV

C | Formula: C3H8OSi
Source: the OMol25 dataset
Level of theory: the ωB97M-V functional and the def2-TZVPD basis

Geometry as XYZ:
```
13
Properties=species:S:1:pos:R:3:nbo_charge:R:1
O -0.001 1.735 2.216 -0.53
C -0.857 1.070 1.710 0.44
C -0.752 0.125 0.603 -0.51
C 0.556 0.183 -0.196 -0.86
Si 0.705 -1.018 -1.670 0.89
H -1.794 1.152 2.284 0.11
H -1.628 0.279 0.101 0.22
H -0.972 -0.856 1.113 0.24
H 1.295 -0.083 0.562 0.25
H 0.971 1.236 -0.465 0.26
H -0.149 -2.131 -1.742 -0.17
H 2.002 -1.561 -1.555 -0.18
H 0.624 -0.132 -2.960 -0.16
```

## Properties
2S+1   1
SMILES   O=CCC[SiH3]
HOMO-LUMO gap   10.59 eV
E_LUMO   0.835 eV

Relative energies, in hartree, with the most stable structure set to zero: A 0.0000; B 0.1313; C 0.0388.

A | Formula: C23H32N2O5
Source: the OMol25 dataset
Level of theory: the ωB97M-V functional and the def2-TZVPD basis

Geometry as XYZ:
```
62
Properties=species:S:1:pos:R:3:nbo_charge:R:1
C 2.834 1.707 1.364 -0.65
C 1.389 2.180 1.459 -0.11
H 1.232 3.139 1.844 0.18
H 0.932 1.382 2.123 0.21
O 0.963 2.153 0.150 -0.52
C -0.163 1.249 0.122 0.81
O -0.625 0.511 1.075 -0.67
C -0.670 1.256 -1.525 -0.07
N -0.087 0.140 -2.261 -0.64
H 0.908 0.447 -2.315 0.41
C -0.410 -1.250 -1.636 -0.12
C -0.027 -2.290 -2.824 -0.56
H 1.184 -1.949 -3.199 0.23
H -0.820 -1.965 -3.546 0.23
H -0.073 -3.182 -2.489 0.17
C 0.818 -1.363 -0.396 0.73
O 1.976 -0.616 -0.514 -0.74
N 0.611 -2.265 0.501 -0.44
C -0.756 -2.950 0.561 -0.21
C -0.262 -4.196 1.618 -0.30
H -0.935 -4.634 2.068 0.20
H 0.066 -5.071 1.001 0.20
C 0.853 -3.656 2.368 -0.26
C 2.029 -4.639 2.782 -0.28
H 1.917 -5.645 1.778 0.13
C 3.339 -3.821 2.095 -0.37
H 3.914 -3.135 2.967 0.19
H 4.036 -4.621 1.783 0.23
C 2.917 -3.074 1.097 -0.51
H 2.727 -3.617 0.148 0.20
H 3.510 -2.304 0.603 0.27
C 1.640 -2.545 1.361 0.02
H 1.661 -1.556 2.008 0.22
H 2.303 -4.845 3.687 0.19
H 0.645 -3.193 3.302 0.25
H -1.374 -3.312 -0.266 0.27
C -1.522 -2.085 1.339 0.81
O -1.552 -1.776 2.905 -0.70
O -2.607 -1.614 0.775 -0.66
H -3.166 -1.049 1.365 0.54
H -1.274 -1.091 -1.080 0.23
H -0.437 2.144 -1.605 0.20
C -2.176 1.228 -1.436 -0.41
H -2.374 1.344 -2.488 0.21
H -2.604 0.224 -1.127 0.21
C -2.865 2.626 -0.810 -0.40
C -2.334 3.921 -1.230 -0.11
C -2.745 4.461 -2.474 -0.11
C -2.402 5.445 -3.108 -0.23
C -1.487 6.102 -2.164 -0.13
C -1.057 5.755 -1.074 -0.25
C -1.514 4.543 -0.595 -0.17
H -1.227 4.306 0.260 0.20
H -0.314 6.461 -0.337 0.22
H -1.119 7.337 -2.535 0.17
H -2.871 5.890 -3.791 0.21
H -3.429 3.685 -3.118 0.17
H -2.645 2.313 0.381 0.22
H -4.058 2.391 -0.897 0.23
H 3.229 1.733 2.481 0.20
H 2.995 0.768 0.681 0.27
H 3.357 2.468 0.787 0.20
```

## Properties
2S+1   1
HOMO-LUMO gap   8.64 eV
E_LUMO   -0.059 eV

B | Formula: C23H32N2O5
Source: the OMol25 dataset
Level of theory: the ωB97M-V functional and the def2-TZVPD basis

Geometry as XYZ:
```
62
Properties=species:S:1:pos:R:3:nbo_charge:R:1
C 1.108 -2.583 2.873 -0.61
C 0.574 -2.857 1.433 -0.06
H 0.109 -3.745 1.369 0.18
H 1.210 -2.811 0.601 0.24
O -0.568 -2.032 1.080 -0.50
C -1.005 -1.649 0.047 0.80
O -0.642 -2.272 -0.822 -0.68
C -1.894 -0.321 -0.149 -0.05
N -1.213 0.888 0.282 -0.69
H -0.920 0.789 1.367 0.40
C 0.030 1.352 -0.291 -0.10
C 0.075 2.764 -0.651 -0.57
H 0.121 3.005 0.289 0.22
H -0.617 3.075 -1.153 0.20
H 1.114 2.919 -1.145 0.19
C 1.215 0.728 0.692 0.71
O 1.197 0.503 1.828 -0.59
N 2.450 0.576 0.043 -0.46
C 2.810 0.460 -1.510 -0.09
C 4.195 0.459 -1.484 -0.43
H 4.520 -0.224 -2.510 0.23
H 4.405 1.535 -1.652 0.23
C 4.769 0.071 -0.188 -0.26
C 5.909 0.839 0.392 -0.32
H 6.634 1.213 -0.848 0.13
C 5.417 2.037 0.861 -0.43
H 6.034 2.362 1.521 0.20
H 5.019 2.871 0.076 0.20
C 4.071 1.388 1.747 -0.34
H 3.393 2.108 1.890 0.19
H 4.493 1.145 2.547 0.17
C 3.619 0.236 0.636 -0.06
H 3.421 -0.564 1.400 0.22
H 6.521 0.105 0.940 0.24
H 4.967 -1.176 -0.270 0.25
H 2.232 1.268 -2.056 0.23
C 2.186 -1.047 -1.883 0.79
O 2.500 -2.008 -0.830 -0.72
O 1.201 -1.009 -2.630 -0.63
H 0.603 -1.764 -2.537 0.55
H 0.193 0.551 -1.105 0.18
H -2.796 -0.431 0.959 0.20
C -2.614 -0.215 -1.376 -0.50
H -1.788 -0.186 -2.133 0.21
H -3.167 -1.026 -1.717 0.25
C -3.309 0.967 -1.451 -0.39
C -4.593 0.690 -0.540 0.03
C -5.629 -0.062 -1.038 -0.28
C -6.841 -0.063 -0.387 -0.18
C -7.035 0.381 1.069 -0.21
C -5.800 1.074 1.473 -0.19
C -4.696 1.309 0.673 -0.27
H -3.693 1.883 1.016 0.24
H -5.782 1.311 2.635 0.20
H -7.651 0.061 1.755 0.20
H -7.664 -0.612 -0.472 0.20
H -5.762 -0.343 -2.162 0.22
H -3.853 1.210 -2.418 0.22
H -2.893 2.002 -1.058 0.24
H 1.536 -1.561 3.126 0.24
H 0.401 -2.820 3.498 0.20
H 1.956 -3.254 3.021 0.21
```

## Properties
2S+1   1
HOMO-LUMO gap   8.98 eV
E_LUMO   0.342 eV

Relative energies, in hartree, with the most stable structure set to zero: A 0.1195; B 0.0000.

A | Formula: C3H3FN2O2
Source: the OMol25 dataset
Level of theory: the ωB97M-V functional and the def2-TZVPD basis

Geometry as XYZ:
```
11
Properties=species:S:1:pos:R:3:nbo_charge:R:1
O 2.505 -0.143 0.944 -0.53
C 1.385 0.024 0.551 0.66
N 0.265 0.141 1.327 -0.46
N -0.874 0.514 0.683 -0.19
C -0.648 0.521 -0.566 0.02
C 0.746 0.060 -0.907 -0.10
O 1.394 0.789 -1.879 -0.11
F 0.752 0.602 -3.150 -0.15
H 0.261 0.119 2.336 0.42
H -1.370 0.859 -1.285 0.22
H 0.708 -1.016 -1.178 0.23
```

## Properties
2S+1   1
SMILES   O=C1NN=C[C@H]1OF
HOMO-LUMO gap   10.07 eV
E_LUMO   0.017 eV

B | Formula: C3H3FN2O2
Source: the OMol25 dataset
Level of theory: the ωB97M-V functional and the def2-TZVPD basis

Geometry as XYZ:
```
11
Properties=species:S:1:pos:R:3:nbo_charge:R:1
O -2.263 -0.248 -0.325 -0.65
C -1.031 0.274 -0.095 0.59
N -0.567 1.561 0.103 -0.47
C 0.785 1.587 0.058 -0.14
C 1.175 0.264 -0.196 0.44
F 2.366 -0.450 -0.317 -0.31
N 0.036 -0.465 -0.401 -0.14
O 0.142 -1.928 0.147 -0.55
H -2.218 -1.255 -0.343 0.51
H 1.354 2.533 0.034 0.24
H 0.219 -1.873 1.336 0.48
```

## Properties
2S+1   1
SMILES   Oc1ncc(F)n1O
HOMO-LUMO gap   7.92 eV
E_LUMO   -0.721 eV

Relative energies, in hartree, with the most stable structure set to zero: A 0.0064; B 0.0000.